No. 1
Formula: C29H41ClF5IN3O10S
Source: OMol25
Level of theory: ωB97M-V with the def2-TZVPD basis set

XYZ file:
```
91
Properties=species:S:1:pos:R:3:forces:R:3:lowdin_charge:R:1
C 2.135263 -2.853440 0.482611 0.080 -0.183 0.824 -0.16
C 2.234707 -1.368914 0.790081 -0.030 -0.023 -0.541 -0.29
C 1.944672 -0.369431 -0.387914 0.199 -0.367 0.601 -0.66
I 1.381757 -1.289067 -2.228775 0.073 0.166 -0.100 1.05
C 1.056275 0.750846 0.030549 -0.478 0.303 -0.213 -0.23
C -0.266935 1.057630 -0.113118 0.424 -0.439 -0.193 -0.11
C -1.390487 0.301096 -0.744314 -0.478 0.178 0.321 -0.15
C -1.981962 -0.889487 0.065028 -0.013 0.380 0.113 -0.69
C -1.345344 -1.188839 1.410087 -0.340 -0.636 -0.206 -0.10
Cl -2.036078 -2.374069 -0.926604 0.043 -0.082 -0.004 0.63
N -0.444336 2.314924 0.466621 -0.155 0.224 0.172 0.20
C -1.740971 3.016887 0.495784 -0.760 0.218 0.351 -0.45
F -2.109864 3.250787 -0.768825 0.148 -0.128 -0.301 0.15
F -1.575007 4.213084 1.079339 0.180 0.124 -0.016 0.16
C -2.808150 2.270791 1.263065 -0.121 -0.371 0.212 -0.12
C -2.551920 1.953398 2.596878 -0.199 -0.254 0.099 -0.02
C -3.493747 1.275070 3.366334 -0.068 0.281 -0.800 -0.02
C -4.720484 0.936240 2.789820 0.623 0.214 0.072 0.02
C -4.972840 1.265447 1.461420 -0.002 -0.057 0.284 -0.08
C -6.304652 0.882769 0.854716 0.090 0.844 0.039 -0.61
F -6.721354 1.846716 0.019500 0.019 -0.036 -0.235 0.15
F -6.226185 -0.251840 0.164226 0.040 -0.383 -0.180 0.17
F -7.248290 0.747582 1.785592 -0.097 -0.255 0.217 0.16
C -4.027950 1.937255 0.685551 0.092 -0.187 0.383 0.06
C 0.706201 2.769114 0.988692 -0.857 0.045 -0.422 -0.27
N 0.894989 3.982126 1.615979 1.752 -0.160 1.067 -0.02
C 0.945251 3.911024 3.091161 -0.937 -0.468 0.063 -0.01
C 1.899529 4.800162 0.978362 0.030 -0.078 0.102 -0.49
C 3.090748 5.302261 1.734600 -0.418 0.499 0.692 -0.01
O 1.744194 5.060497 -0.169464 -0.151 -0.085 -1.293 0.15
N 1.614265 1.818522 0.741996 0.598 -0.406 0.200 -0.25
S 3.264684 1.917745 1.210528 0.294 0.413 -0.157 1.01
H 2.849836 -3.174503 -0.265474 -0.073 0.052 -0.340 0.06
H 1.127485 -3.175658 0.241497 -0.080 0.011 -0.306 0.05
H 2.409634 -3.391933 1.390304 -0.020 -0.095 0.072 0.08
H 1.588306 -1.119366 1.629735 -0.107 0.008 0.082 0.10
H 3.260812 -1.195037 1.109766 0.116 0.129 0.065 0.09
H 2.900918 0.087257 -0.617709 0.043 0.094 -0.324 0.04
H -1.151866 0.009089 -1.757825 0.316 -0.168 -0.061 0.06
H -2.206529 1.002323 -0.851450 -0.100 0.058 -0.224 0.09
H -3.026172 -0.661646 0.243413 -0.156 0.078 -0.056 0.07
H -2.049334 -1.791789 1.978848 -0.036 -0.079 0.102 0.09
H -1.151202 -0.296521 1.996087 0.205 0.155 -0.043 0.07
H -0.468112 -1.812307 1.268344 0.318 0.207 0.131 0.05
H -1.604383 2.219406 3.046890 0.071 0.034 -0.008 0.11
H -3.270834 1.017957 4.388571 -0.042 -0.003 0.130 0.12
H -5.452234 0.432763 3.400845 -0.203 -0.079 -0.129 0.13
H -4.241274 2.174533 -0.345516 -0.062 0.090 -0.077 0.14
H 1.387479 4.800768 3.514495 0.159 0.109 -0.114 0.09
H 1.441198 3.014630 3.458873 0.358 0.025 -0.016 0.09
H -0.077882 3.867001 3.459014 -0.118 0.104 0.029 0.08
H 2.806568 6.243504 2.209615 0.019 0.092 0.073 0.11
H 3.438948 4.645869 2.522302 0.088 -0.169 -0.009 0.06
H 3.872555 5.546422 1.030061 0.101 -0.132 -0.196 0.10
H 3.323695 0.799167 1.954316 -0.321 0.055 0.025 -0.08
C -3.219141 6.217680 -1.527521 0.135 0.113 0.180 -0.05
O -3.344977 6.192188 -2.947638 0.060 -0.002 0.003 0.01
C -4.582624 5.931601 -3.375685 0.016 0.001 -0.094 -0.62
O -5.535339 5.717009 -2.672961 -0.012 -0.040 0.045 0.12
O -4.574109 5.944265 -4.704328 0.035 0.003 -0.003 0.01
C -5.845750 5.679427 -5.305379 -0.134 -0.019 -0.186 -0.03
H -2.175647 6.430029 -1.309809 0.029 -0.002 -0.147 0.10
H -3.841539 7.000339 -1.097740 -0.085 -0.059 -0.007 0.10
H -3.486102 5.253232 -1.103461 -0.143 0.035 0.021 0.07
H -6.572166 6.434939 -5.014015 -0.014 -0.043 0.086 0.10
H -6.202209 4.689311 -5.028568 -0.030 0.033 0.087 0.10
H -5.691705 5.721259 -6.379175 0.123 0.028 0.023 0.09
C 2.955178 -6.273967 4.420138 0.094 0.077 0.155 -0.04
O 2.323590 -7.404070 3.819299 -0.005 0.001 0.022 0.01
C 1.983594 -7.236217 2.543821 -0.012 -0.102 0.018 -0.62
O 2.162069 -6.238730 1.890113 0.006 0.110 -0.007 0.11
O 1.414501 -8.357117 2.115134 -0.009 -0.013 0.003 0.01
C 0.994408 -8.327148 0.748903 -0.090 -0.096 -0.167 -0.03
H 3.172736 -6.553501 5.446413 -0.048 -0.108 -0.022 0.10
H 3.884383 -6.034448 3.906239 -0.044 0.046 -0.064 0.10
H 2.288358 -5.413125 4.413730 0.020 0.018 -0.083 0.09
H 1.845434 -8.168460 0.089375 0.000 0.091 0.018 0.09
H 0.247922 -7.550507 0.593710 0.066 0.065 -0.004 0.10
H 0.553951 -9.297510 0.542288 0.025 -0.033 0.118 0.10
C 4.832163 -6.039762 -2.812207 -0.047 -0.155 0.120 -0.04
O 5.327440 -5.564745 -4.065093 -0.005 -0.022 -0.007 0.01
C 5.382340 -4.239528 -4.170259 0.027 -0.072 -0.052 -0.63
O 5.056120 -3.450648 -3.319436 -0.050 0.069 0.064 0.10
O 5.857800 -3.937283 -5.374265 0.004 -0.003 -0.020 0.01
C 5.975101 -2.536642 -5.632291 0.055 0.153 -0.128 -0.04
H 4.843610 -7.123980 -2.869365 0.046 0.010 -0.114 0.09
H 5.474747 -5.714235 -1.996334 -0.041 0.082 0.004 0.10
H 3.812019 -5.696968 -2.646926 0.031 0.082 0.030 0.09
H 6.663258 -2.072929 -4.928245 -0.065 0.004 0.065 0.10
H 5.001061 -2.053671 -5.579852 0.004 0.003 0.093 0.10
H 6.370747 -2.442393 -6.638826 0.002 -0.124 -0.008 0.10
```
Positions in Å, forces in eV/Å.

Output
net charge = +1
frontier orbital gap = 8.968 eV
strongest force on any atom = 0.0400 hartree/bohr
multiplicity = 1



No. 2
Formula: C29H41N2O5P
Source: OMol25
Level of theory: ωB97M-V with the def2-TZVPD basis set

XYZ file:
```
78
Properties=species:S:1:pos:R:3:forces:R:3:lowdin_charge:R:1
C -3.385744 -4.730465 -0.930307 -0.089 0.157 -0.040 -0.08
C -2.250701 -3.790507 -0.598220 -0.109 -0.172 0.677 -0.29
O -2.654854 -2.976876 0.547895 -0.230 -0.037 -0.394 -0.25
P -1.575107 -2.357779 1.597603 2.247 -2.857 -0.638 0.48
C -0.248523 -3.447166 1.327038 -1.046 0.454 0.207 -0.19
C 1.069682 -3.249201 1.904403 -0.187 -0.197 0.977 -0.54
O 1.432641 -3.579826 3.028007 0.433 0.239 -1.142 0.06
O 1.926045 -2.689960 0.988986 0.578 -0.223 0.620 -0.07
C 3.308007 -2.608641 1.384284 -0.060 -0.305 -0.320 -0.23
C 3.583239 -1.575942 2.446134 0.171 0.059 0.566 -0.07
O -1.234672 -0.926571 1.406635 -0.126 0.929 -0.140 -0.26
O -2.334400 -2.612227 2.986184 -0.588 0.957 0.313 -0.20
C -2.561533 -1.467077 3.860139 0.144 -0.016 -0.399 -0.28
C -3.877409 -1.602090 4.582532 -0.092 -0.086 -0.106 -0.09
H -3.055121 -5.367238 -1.751855 -0.120 -0.108 -0.024 0.07
H -3.636803 -5.353701 -0.067337 0.072 0.073 -0.123 0.08
H -4.284855 -4.192635 -1.244081 0.062 -0.052 0.037 0.07
H -1.342310 -4.350713 -0.336656 -0.413 0.343 -0.173 0.08
H -2.001841 -3.149499 -1.455027 -0.102 0.002 0.158 0.10
H -0.567006 -4.486353 1.458008 0.038 0.156 0.298 0.07
H 3.631669 -3.595480 1.742736 -0.089 0.171 -0.202 0.12
H 3.845640 -2.355010 0.463024 -0.194 -0.223 0.204 0.10
H 4.588796 -1.163008 2.310181 -0.081 0.047 0.009 0.07
H 2.856840 -0.757135 2.413362 0.127 -0.138 -0.016 0.08
H 3.544991 -2.066575 3.423589 -0.131 0.357 -0.065 0.07
H -1.731507 -1.404096 4.575493 -0.072 -0.070 -0.234 0.12
H -2.574279 -0.561720 3.236157 0.174 -0.226 0.320 0.10
H -3.953264 -0.778569 5.298390 -0.085 -0.095 0.006 0.07
H -4.702632 -1.516621 3.867299 0.045 -0.135 0.193 0.08
H -3.946681 -2.552144 5.120843 -0.031 0.142 -0.086 0.08
C 6.635370 2.827934 1.307526 -0.090 -0.092 0.261 -0.15
C 7.318657 1.978661 0.229903 0.040 -0.127 -0.395 -0.15
C 6.228736 1.104614 -0.415782 0.141 -0.151 -0.082 -0.16
N 4.986845 1.546560 0.180651 -0.158 0.070 0.024 -0.09
C 3.782716 0.978349 -0.097619 -0.116 0.106 0.163 -0.21
C 3.692458 -0.130561 -0.980240 0.129 0.179 0.208 -0.02
C 2.498065 -0.806179 -1.092288 -0.908 -0.053 0.092 -0.03
C 1.326560 -0.341466 -0.442591 1.114 0.684 0.175 -0.24
C 0.051329 -0.948746 -0.690542 -0.859 1.073 -0.975 0.10
C -0.945450 -0.152390 -1.331957 -0.085 0.544 -0.263 -0.18
C -0.626149 1.054618 -2.044910 -0.138 -0.045 0.529 0.01
C -1.595964 1.929332 -2.496116 -0.032 -0.085 -0.067 0.00
C -2.978941 1.679194 -2.225502 -0.066 0.108 -0.024 -0.19
N -3.958687 2.559817 -2.575760 0.408 -0.475 0.156 -0.08
C -5.336263 2.439934 -2.114823 -0.454 -0.366 0.059 -0.15
C -6.076545 3.662903 -2.682186 0.062 0.065 0.301 -0.15
C -5.107709 4.349375 -3.653320 0.043 -0.159 -0.284 -0.15
C -3.728740 3.716729 -3.419456 0.301 0.516 0.070 -0.16
C -3.317671 0.454016 -1.586374 0.068 -0.001 -0.061 0.01
C -2.334538 -0.437412 -1.232575 -0.185 -0.268 0.178 0.00
C 1.419427 0.817332 0.371543 -0.418 -0.249 -0.812 -0.01
C 2.612056 1.482021 0.538311 0.350 -0.299 -0.169 -0.01
C 5.126979 2.602298 1.165929 -0.106 0.313 0.005 -0.16
H 6.954144 2.513405 2.301726 0.055 0.103 -0.043 0.11
H 6.870047 3.884868 1.191630 0.084 -0.048 0.091 0.11
H 7.769207 2.617859 -0.533350 0.051 -0.109 0.126 0.11
H 8.099868 1.341435 0.647828 0.007 0.184 -0.052 0.11
H 6.203058 1.237450 -1.510464 0.014 -0.073 0.251 0.12
H 6.400286 0.030568 -0.220044 -0.083 0.297 -0.035 0.12
H 4.579657 -0.482565 -1.519224 -0.453 0.156 0.283 0.11
H 2.404849 -1.691321 -1.728939 0.185 0.274 0.239 0.14
H -0.076792 -2.008521 -0.489170 0.003 -0.317 -0.010 0.09
H 0.420556 1.285921 -2.229644 -0.179 -0.004 0.037 0.12
H -1.292474 2.833927 -3.033477 -0.171 -0.421 0.209 0.10
H -5.793039 1.501438 -2.475106 0.189 0.267 0.064 0.12
H -5.395150 2.419707 -1.011811 0.176 -0.039 -0.379 0.13
H -7.001825 3.368795 -3.182415 0.107 0.057 0.134 0.11
H -6.334848 4.347638 -1.869761 -0.046 -0.135 -0.099 0.11
H -5.425959 4.178326 -4.684624 0.063 0.093 0.095 0.11
H -5.069588 5.425817 -3.481254 -0.034 -0.096 -0.128 0.11
H -3.068452 4.433124 -2.907148 -0.019 -0.151 -0.133 0.12
H -3.246013 3.432518 -4.366560 -0.072 -0.004 0.274 0.13
H -4.367743 0.216110 -1.380423 0.562 0.043 -0.147 0.11
H -2.633126 -1.378728 -0.790995 -0.043 0.287 0.139 0.08
H 0.514478 1.164850 0.865129 0.138 -0.078 -0.057 0.13
H 2.656598 2.382328 1.155559 0.003 -0.468 -0.173 0.10
H 4.667292 2.317458 2.128908 0.106 0.008 -0.343 0.12
H 4.624118 3.525484 0.826365 0.069 -0.259 0.086 0.12
```
Positions in Å, forces in eV/Å.

Output
frontier orbital gap = 4.932 eV
strongest force on any atom = 0.0718 hartree/bohr
multiplicity = 1



No. 3
Formula: C29H41N7O5PPtSTe
Source: OMol25
Level of theory: ωB97M-V with the def2-TZVPD basis set

XYZ file:
```
86
Properties=species:S:1:pos:R:3:forces:R:3:lowdin_charge:R:1
Pt -0.116900 0.180000 0.509100 -0.738 -0.665 0.523 1.27
O 2.182900 -2.589200 2.185400 0.011 0.039 0.055 0.06
C 1.478500 -2.202800 1.267900 -0.330 -1.746 0.556 -0.64
O 1.634800 -1.093700 0.655100 -0.381 1.988 -0.777 -0.17
C 0.433100 -3.199200 0.670100 0.462 0.458 0.002 -0.11
C 0.173600 -2.875300 -0.805000 0.990 -0.884 -0.211 -0.33
C -0.553500 -4.056300 -1.471900 0.145 0.138 -0.099 -0.12
C -1.990800 -3.842200 -0.968600 -0.174 0.188 0.028 -0.11
C -1.785500 -2.656300 -0.013100 -0.883 -0.602 0.382 -0.26
O -0.839800 -1.878900 -0.735400 0.254 0.729 0.242 -0.33
C -1.004900 -3.125500 1.233900 -0.227 0.460 0.610 -0.10
C -1.252600 -2.145100 2.431100 -0.427 -1.735 -0.678 -0.64
O -2.054300 -2.515400 3.279900 -0.162 0.028 0.296 0.03
O -0.627800 -1.055400 2.422600 0.709 1.679 -0.330 -0.12
H 0.859200 -4.196400 0.808900 -0.061 0.148 -0.040 0.15
H 1.038300 -2.492600 -1.345500 -0.146 0.027 0.040 0.14
H -0.489700 -3.981300 -2.557900 -0.004 -0.065 0.019 0.08
H -0.133800 -5.009500 -1.155800 0.066 -0.016 -0.029 0.11
H -2.648700 -3.548000 -1.787600 -0.036 -0.035 0.044 0.10
H -2.406600 -4.711100 -0.466400 -0.079 -0.028 0.053 0.11
H -2.679100 -2.068800 0.196300 0.088 0.028 -0.018 0.17
H -1.365600 -4.100600 1.570300 0.043 0.144 -0.095 0.15
N -3.485600 4.436700 -0.905900 -0.414 0.351 0.306 0.10
C -2.701400 3.715500 -1.352000 -0.566 0.290 0.475 -0.41
N -1.808200 3.004900 -1.938800 0.354 0.507 -1.012 0.10
C -1.202900 1.953300 -1.688900 0.856 -0.964 -0.006 -0.43
N -0.515800 0.987800 -1.635300 0.009 0.285 0.716 -0.15
Te -0.945100 -0.969600 -3.400000 -0.182 -0.228 -0.938 1.17
C -0.933800 -0.271700 -5.383700 0.480 0.008 0.109 -1.01
C -1.965600 -0.191300 -6.280000 -0.108 -0.080 0.381 -0.27
C -1.574600 0.207400 -7.572300 0.091 0.083 -0.313 -0.22
C -0.240200 0.449000 -7.662800 0.389 -0.021 0.334 -0.44
S 0.553400 0.184800 -6.159700 -0.589 -0.144 -0.107 0.89
H -2.981400 -0.422700 -6.009700 -0.152 -0.053 0.082 0.09
H -2.255100 0.301800 -8.402300 -0.072 0.042 -0.113 0.09
H 0.332600 0.755800 -8.515800 0.023 0.113 -0.238 0.05
N -0.817100 1.854200 1.271600 -0.360 -1.771 -0.951 -0.23
P 0.245800 2.609100 2.147600 2.721 2.327 2.465 0.63
N 0.786100 1.928600 3.581500 -0.647 -0.081 -1.394 -0.19
C 2.135400 1.795400 4.087100 0.514 0.250 0.079 -0.21
C 2.097400 1.926900 5.608600 0.069 -0.079 -0.094 -0.18
C 1.358000 0.728600 6.217800 -0.036 0.021 -0.011 -0.19
C 0.317400 0.182000 5.232600 -0.054 0.067 0.012 -0.17
C -0.258100 1.310500 4.391500 -0.578 -0.154 0.247 -0.22
N -0.458500 4.062400 2.595100 0.061 -0.986 -0.460 -0.21
C 0.239800 4.960100 3.480400 0.437 0.291 -0.006 -0.22
C -0.065800 6.404500 3.083300 -0.125 -0.089 0.246 -0.19
C -1.574800 6.631700 3.119600 0.048 0.043 -0.285 -0.21
C -2.273600 5.630000 2.202200 -0.011 -0.079 0.306 -0.19
C -1.896100 4.212600 2.622500 -0.517 0.140 -0.443 -0.22
N 1.684400 3.108600 1.396900 -1.334 -0.480 0.366 -0.19
C 1.436200 4.025500 0.286900 0.026 0.717 -0.257 -0.21
C 2.742300 4.307100 -0.445400 -0.179 -0.081 -0.098 -0.17
C 3.215000 3.048900 -1.183100 0.004 -0.071 0.092 -0.19
C 2.746600 1.794900 -0.438300 -0.073 0.001 0.099 -0.19
C 2.640500 2.052200 1.062500 0.537 -0.618 -0.024 -0.23
H 2.748200 2.587500 3.652600 0.035 -0.105 0.014 0.10
H 2.576300 0.825100 3.823200 0.026 0.078 -0.072 0.13
H 1.582200 2.856400 5.863800 0.049 0.059 -0.022 0.10
H 3.115600 1.994200 5.999000 -0.026 0.045 -0.025 0.11
H 0.876300 1.037400 7.149400 0.019 -0.054 0.017 0.10
H 2.071100 -0.058900 6.463100 0.010 -0.044 0.065 0.11
H -0.491300 -0.318300 5.765600 -0.009 -0.061 -0.096 0.12
H 0.761000 -0.547500 4.555100 -0.049 -0.064 -0.001 0.11
H -0.713300 2.066500 5.052500 -0.034 -0.031 -0.043 0.12
H -1.028500 0.916100 3.724100 -0.017 -0.063 0.184 0.09
H 1.309900 4.752500 3.400900 -0.046 0.057 0.138 0.11
H -0.076700 4.799400 4.524800 0.069 -0.060 -0.051 0.12
H 0.300700 6.582300 2.070800 0.070 0.031 -0.035 0.10
H 0.449000 7.094200 3.756200 0.037 -0.009 0.009 0.11
H -1.810900 7.652700 2.816600 -0.036 0.063 0.056 0.10
H -1.933700 6.492500 4.143200 -0.037 0.061 0.087 0.11
H -1.967800 5.785800 1.167100 -0.058 -0.014 -0.068 0.10
H -3.357200 5.749100 2.251600 0.000 -0.010 -0.069 0.11
H -2.316600 3.475200 1.937100 -0.157 0.142 0.148 0.09
H -2.278000 4.021000 3.637800 -0.005 -0.059 -0.028 0.12
H 1.019200 4.943800 0.703300 -0.007 -0.036 -0.155 0.10
H 0.699400 3.612900 -0.414500 0.025 0.089 -0.081 0.11
H 3.494600 4.620300 0.284100 -0.055 0.082 0.001 0.11
H 2.588300 5.126500 -1.148900 0.045 0.070 0.068 0.11
H 4.304500 3.061700 -1.258500 0.015 -0.019 -0.071 0.10
H 2.813700 3.027500 -2.197100 0.035 0.057 -0.052 0.11
H 3.431400 0.963100 -0.601800 -0.064 -0.066 0.026 0.12
H 1.765100 1.472100 -0.802500 0.243 0.081 -0.062 0.06
H 3.626600 2.345900 1.452100 -0.099 -0.144 0.018 0.12
H 2.334100 1.121100 1.551000 0.282 0.088 -0.037 0.08
```
Positions in Å, forces in eV/Å.

Output
net charge = -1
frontier orbital gap (alpha / beta) = 7.090 / 5.541 eV
strongest force on any atom = 0.0845 hartree/bohr
<S²> = 6.0219
multiplicity = 5